Record 1
{
  "formula": "ClH2NOS",
  "method": "ωB97M-V with the def2-TZVPD basis set",
  "symbols": ["N", "O", "S", "Cl", "H", "H"],
  "coordinates": [[-1.6154, 0.1434, -0.0223], [1.8854, -1.5079, -0.0194], [1.2084, -0.4997, -0.7949], [2.1492, 1.2732, -0.1876], [-2.1464, 1.0809, 0.2341], [-1.4812, -0.4899, 0.7901]],
  "forces_ev_per_a": [[-1.001, 1.525, 0.016], [0.275, -1.294, 0.458], [0.121, 1.515, -0.071], [-0.405, -0.155, -0.365], [1.444, -2.539, 0.044], [-0.433, 0.948, -0.082]],
  "e_above_lowest_kj_mol": 239.2,
  "total_charge": 0,
  "e_lumo_ha": [-0.0481, -0.0403],
  "homo_ha": [-0.4137, -0.3356],
  "total_energy_ev": -26924.480,
  "homo_lumo_gap_ev": [9.948, 8.036]
}

---

Record 2
{
  "formula": "ClH2NP2",
  "method": "ωB97M-V with the def2-TZVPD basis set",
  "symbols": ["N", "P", "P", "Cl", "H", "H"],
  "coordinates": [[0.1234, 0.0530, -1.8323], [1.3956, -0.2293, 0.0830], [-0.2748, 0.6350, 1.0824], [-0.7319, -0.3913, 2.7850], [0.7913, 0.0825, -2.5877], [-1.3037, -0.1499, 0.4696]],
  "forces_ev_per_a": [[1.828, -0.602, 5.371], [-2.636, 0.454, -4.955], [-1.258, -0.221, -0.607], [0.454, -0.311, 1.102], [1.117, -0.104, -0.294], [0.496, 0.784, -0.617]],
  "e_above_lowest_kj_mol": 455.5,
  "total_charge": 0,
  "e_lumo_ha": [-0.0966, -0.0963],
  "homo_ha": [-0.3274, -0.3281],
  "total_energy_ev": -32617.598,
  "homo_lumo_gap_ev": [6.279, 6.308]
}

---

Record 3
{
  "formula": "ClH2NP2",
  "method": "ωB97M-V with the def2-TZVPD basis set",
  "symbols": ["N", "P", "P", "Cl", "H", "H"],
  "coordinates": [[0.5299, -1.4319, 0.4206], [-0.4448, -0.5017, -0.3507], [0.8089, 1.2363, -0.7671], [-0.6078, 1.4415, 1.3024], [0.0778, -2.1505, 0.9107], [-0.3639, 1.4062, -1.5158]],
  "forces_ev_per_a": [[0.861, 1.059, -0.619], [-0.131, -1.616, 0.344], [-1.149, 0.334, 1.972], [1.266, 0.652, -1.879], [-0.722, -1.576, 0.638], [-0.125, 1.147, -0.456]],
  "e_above_lowest_kj_mol": 168.9,
  "total_charge": 0,
  "e_lumo_ha": -0.0715,
  "homo_ha": -0.3289,
  "total_energy_ev": -32620.569,
  "homo_lumo_gap_ev": 7.005
}

---

Record 4
{
  "formula": "ClH2NP2",
  "method": "ωB97M-V with the def2-TZVPD basis set",
  "symbols": ["N", "P", "P", "Cl", "H", "H"],
  "coordinates": [[-1.5878, 0.3865, 0.3946], [-0.1593, 0.8587, 0.0839], [0.8546, -1.0381, 0.5584], [2.6135, 0.0584, -0.4075], [-2.3857, 1.0302, 0.1844], [0.6648, -1.2956, -0.8137]],
  "forces_ev_per_a": [[-2.251, 0.230, -0.015], [0.348, 0.694, -0.039], [1.977, 1.166, -1.337], [-0.441, -0.846, 1.074], [1.038, -0.592, 0.244], [-0.671, -0.652, 0.074]],
  "e_above_lowest_kj_mol": 83.5,
  "total_charge": 0,
  "e_lumo_ha": -0.0215,
  "homo_ha": -0.3390,
  "total_energy_ev": -32621.454,
  "smiles": "N=P#[PH]Cl",
  "homo_lumo_gap_ev": 8.640
}

---

Record 5
{
  "formula": "ClH2O",
  "method": "ωB97M-V with the def2-TZVPD basis set",
  "symbols": ["O", "H", "H", "Cl"],
  "coordinates": [[0.1454, -1.9174, -0.3994], [0.0194, -1.1130, 0.1531], [-0.7263, -2.0596, -0.8330], [0.5615, 5.0900, 1.0793]],
  "forces_ev_per_a": [[-1.060, 0.546, 0.115], [0.126, -0.771, -0.619], [0.948, 0.248, 0.504], [-0.014, -0.023, 0.000]],
  "e_above_lowest_kj_mol": 53.9,
  "total_charge": -1,
  "e_lumo_ha": 0.1138,
  "homo_ha": -0.1248,
  "total_energy_ev": -14604.224,
  "homo_lumo_gap_ev": 6.494
}

---

Record 6
{
  "formula": "ClH2O2P",
  "method": "ωB97M-V with the def2-TZVPD basis set",
  "symbols": ["O", "P", "O", "Cl", "H", "H"],
  "coordinates": [[-0.3290, 0.6991, 0.0803], [0.7914, -0.5321, 0.2656], [2.1044, -0.1382, -0.4778], [3.7326, 0.2815, 0.1629], [-1.1247, 0.7343, 0.7084], [0.4386, -1.0795, -0.9077]],
  "forces_ev_per_a": [[-1.035, 0.169, 0.955], [-2.545, -0.058, 3.380], [3.929, 1.594, -1.778], [-2.078, -0.369, -0.015], [2.231, -0.250, -1.031], [-0.501, -1.086, -1.511]],
  "e_above_lowest_kj_mol": 398.9,
  "total_charge": 0,
  "e_lumo_ha": -0.0447,
  "homo_ha": -0.3442,
  "total_energy_ev": -25936.532,
  "smiles": "OPOCl",
  "homo_lumo_gap_ev": 8.148
}

---

Record 7
{
  "formula": "ClH2O2PS2",
  "method": "ωB97M-V with the def2-TZVPD basis set",
  "symbols": ["O", "O", "P", "S", "S", "Cl", "H", "H"],
  "coordinates": [[1.2766, -1.5178, -1.3591], [1.9464, -0.5946, -3.5617], [0.6887, -0.2101, 0.0728], [2.1018, 0.9803, -0.6992], [2.3116, -0.8440, -2.2175], [1.1911, -1.5872, 1.2870], [-0.3755, -0.2648, -0.8361], [-0.0242, 0.5137, 0.9695]],
  "forces_ev_per_a": [[-0.236, -0.755, -0.850], [-1.110, 0.454, -1.244], [-0.709, 1.623, -2.830], [0.007, 0.758, 0.365], [1.923, -0.666, 1.376], [0.400, -1.993, 1.787], [-0.135, -0.513, 0.389], [-0.138, 1.094, 1.007]],
  "e_above_lowest_kj_mol": 305.4,
  "total_charge": 0,
  "e_lumo_ha": -0.0194,
  "homo_ha": -0.3447,
  "total_energy_ev": -47608.161,
  "homo_lumo_gap_ev": 8.853
}

---

Record 8
{
  "formula": "ClH2OP",
  "method": "ωB97M-V with the def2-TZVPD basis set",
  "symbols": ["O", "P", "H", "Cl", "H"],
  "coordinates": [[1.7386, -0.2850, -0.3765], [0.8208, 0.7919, -0.3716], [-0.3166, 0.4760, 0.7054], [-2.7731, 1.6964, -0.2095], [-4.1491, 1.0890, -0.4454]],
  "forces_ev_per_a": [[2.715, -3.391, 0.111], [-3.917, 3.223, 0.891], [1.271, 0.133, -0.969], [-3.875, -1.642, -0.670], [3.806, 1.678, 0.637]],
  "e_above_lowest_kj_mol": 235.9,
  "total_charge": 0,
  "e_lumo_ha": -0.0289,
  "homo_ha": -0.3481,
  "total_energy_ev": -23889.335,
  "smiles": "O=P.Cl",
  "homo_lumo_gap_ev": 8.688
}